Record 1
Molecular formula: C36H35BrN3O9S2SbW
Method: DFT, the ωB97M-V functional and the def2-TZVPD basis

The geometry in ORCA input format:
```
! RIJCOSX wB97M-V def2-TZVPD def2/J DEFGRID3
* xyz 2 3
W 1.582 1.602 -0.417
O -5.259 4.361 2.679
C -5.238 3.373 1.772
O -6.059 2.466 1.743
C -4.001 3.586 0.924
O -2.865 3.916 1.716
C -1.505 4.166 1.409
C -0.700 3.304 0.352
O 0.600 3.134 0.622
O -1.251 2.886 -0.672
H -6.063 4.137 3.187
H -3.780 2.764 0.191
H -4.287 4.537 0.413
H -1.304 5.176 0.921
H -0.940 4.207 2.355
Br 3.423 5.080 -0.615
C 2.361 4.449 -2.085
C 2.256 5.326 -3.183
C 1.447 4.974 -4.245
C 0.534 3.930 -4.143
C 0.715 3.045 -3.064
N 1.691 3.285 -2.056
C 0.087 1.730 -2.950
O -0.974 1.490 -3.559
O 0.564 0.904 -2.017
H 2.802 6.236 -3.235
H 1.440 5.552 -5.178
H -0.287 3.692 -4.821
N 6.464 2.128 5.117
C 6.641 2.046 3.755
O 7.717 1.819 3.211
C 5.451 2.063 2.849
C 5.720 1.663 1.542
C 4.739 1.644 0.591
N 3.437 2.002 0.912
C 3.180 2.485 2.145
C 4.123 2.524 3.169
H 7.275 1.945 5.707
H 5.642 2.485 5.521
H 6.652 1.158 1.261
H 4.924 1.246 -0.415
H 2.154 2.822 2.376
H 3.852 2.728 4.140
C 2.290 -0.441 -4.038
S 3.158 -0.276 -2.366
C 4.813 -0.195 -2.973
O 3.187 1.204 -1.779
H 1.546 0.319 -4.256
H 1.754 -1.407 -3.928
H 2.940 -0.433 -4.897
H 4.779 0.774 -3.513
H 5.101 -1.111 -3.565
H 5.557 -0.162 -2.162
S 1.324 -0.279 0.760
Sb -1.294 -2.917 0.914
C -2.516 -2.197 -0.641
C -3.808 -2.689 -0.869
C -4.705 -1.838 -1.578
C -4.230 -0.624 -2.083
C -2.916 -0.248 -2.039
C -2.074 -1.095 -1.321
C -2.814 -3.660 2.240
C -3.257 -2.705 3.161
C -4.338 -3.055 3.959
C -5.045 -4.281 3.743
C -4.501 -5.268 2.894
C -3.393 -4.899 2.164
C -0.562 -4.766 -0.002
C 0.242 -5.566 0.770
C 0.387 -6.897 0.443
C -0.408 -7.558 -0.496
C -1.148 -6.718 -1.366
C -1.200 -5.368 -1.103
H -4.095 -3.702 -0.571
H -5.731 -2.205 -1.692
H -4.954 0.049 -2.571
H -2.460 0.606 -2.530
H -1.003 -0.885 -1.256
H -2.950 -1.668 3.261
H -4.733 -2.394 4.749
H -5.973 -4.367 4.294
H -4.959 -6.240 2.758
H -2.969 -5.650 1.486
H 0.760 -5.169 1.658
H 1.052 -7.503 1.076
H -0.455 -8.625 -0.594
H -1.602 -7.210 -2.246
H -1.756 -4.745 -1.815
*
```

Output
<S²>: 2.05
LUMO (spin up / spin down): -6.79 / -8.22 eV
Energy above the lowest of the compared OMol25 structures with the same formula, charge and spin: 1.496 eV
Total energy: -5911.390160 a.u.
Largest force on an atom: 4.68 eV/Å

Here are the Löwdin charges for atoms 1 to 5, given in e:
1. W 1.395
2. O 0.121
3. C -0.486
4. O 0.102
5. C -0.091

---

Record 2
Molecular formula: C36H36FI2N3O4SScSi
Method: DFT, the ωB97M-V functional and the def2-TZVPD basis

The geometry in ORCA input format:
```
! RIJCOSX wB97M-V def2-TZVPD def2/J DEFGRID3
* xyz -1 1
Sc 0.361 0.017 -0.047
I -3.271 6.524 -3.230
C -2.419 4.770 -2.398
C -3.260 3.752 -1.984
C -2.681 2.633 -1.443
I -3.842 1.047 -0.683
C -1.289 2.427 -1.329
O -0.837 1.329 -0.862
C -0.472 3.516 -1.745
C 1.026 3.378 -1.672
N 1.481 2.853 -0.393
C 1.215 3.715 0.744
C -0.190 3.510 1.251
C -1.088 4.563 1.410
C -2.349 4.292 1.916
C -2.669 2.985 2.247
C -1.698 2.008 2.070
N -0.493 2.256 1.584
C -1.046 4.662 -2.259
H -4.332 3.829 -2.090
H 1.348 2.659 -2.436
H 1.483 4.362 -1.905
H 2.469 2.629 -0.457
H 1.894 3.417 1.549
H 1.382 4.785 0.520
H -0.818 5.571 1.127
H -3.069 5.087 2.046
H -3.646 2.725 2.627
H -1.898 0.976 2.331
H -0.397 5.473 -2.564
C -2.039 -3.516 -4.306
Si -0.394 -4.321 -3.786
C -0.772 -6.202 -3.895
C 0.951 -3.877 -5.073
C 0.377 -3.985 -2.086
C 1.210 -4.896 -1.469
C 1.862 -4.573 -0.279
C 1.653 -3.317 0.255
N 0.860 -2.408 -0.298
C 0.230 -2.724 -1.456
S -0.752 -1.501 -2.104
H -2.379 -3.915 -5.260
H -1.935 -2.443 -4.397
H -2.816 -3.699 -3.571
H -1.120 -6.462 -4.890
H -1.557 -6.483 -3.199
H 0.089 -6.826 -3.685
H 0.611 -4.041 -6.090
H 1.857 -4.457 -4.928
H 1.220 -2.831 -4.979
H 1.370 -5.871 -1.911
H 2.526 -5.275 0.206
H 2.142 -3.010 1.174
C 3.463 -0.913 6.238
O 2.436 -1.866 6.127
C 1.609 -1.812 5.038
C 0.517 -2.703 5.081
C -0.389 -2.713 4.058
C -0.277 -1.860 2.942
C -1.248 -1.830 1.879
C -2.383 -2.833 1.822
O -1.228 -0.968 0.983
C 0.864 -0.977 2.857
O 1.106 -0.220 1.861
C 1.768 -0.980 3.961
H 3.899 -1.076 7.224
H 3.066 0.107 6.180
H 4.237 -1.053 5.473
H 0.419 -3.359 5.932
H -1.231 -3.387 4.123
H -3.254 -2.418 2.328
H -2.125 -3.791 2.256
H -2.642 -2.969 0.774
H 2.598 -0.294 3.885
F 6.046 -0.954 -2.992
C 4.846 -0.639 -2.403
C 3.686 -0.686 -3.147
C 2.483 -0.370 -2.528
C 2.360 0.000 -1.171
C 3.598 0.046 -0.495
C 4.821 -0.261 -1.078
H 3.723 -0.981 -4.188
H 1.590 -0.431 -3.145
H 3.617 0.336 0.553
H 5.743 -0.211 -0.513
*
```

Output
LUMO: 2.09 eV
Energy above the lowest of the compared OMol25 structures with the same formula, charge and spin: 0.895 eV
Total energy: -4002.604881 a.u.
Largest force on an atom: 1.02 eV/Å

Here are the Löwdin charges for atoms 1 to 5, given in e:
1. Sc 0.867
2. I 0.759
3. C -0.725
4. C -0.238
5. C -0.577